# 1
Below is a structure of composition C4H7N4O3S, with properties calculated with ωB97M-V/def2-TZVPD.

CARTESIAN COORDINATES (ANGSTROEM)
C 1.465 0.480 0.996
C -0.091 1.192 -0.525
C 0.018 -1.317 -0.169
C 0.932 -0.883 0.946
N 0.995 1.455 0.232
N -0.528 -0.012 -0.673
N -0.632 2.253 -0.987
N 2.020 -1.960 1.182
O 2.166 -2.769 0.338
O 2.680 -1.816 2.168
O -0.897 -2.158 0.425
S -0.137 -0.591 2.419
H 2.348 0.757 1.535
H 0.493 -1.721 -1.180
H -1.344 -0.121 -1.238
H -0.410 3.185 -0.558
H -1.543 2.219 -1.562
H -1.059 -2.982 -0.121
H 0.872 -0.446 3.213

Values from the calculation:
Total charge: +1
HOMO level (spin up / spin down) in eV: -13.7 / -13.7
LUMO level (spin up / spin down) in Eh: -0.1729 / -0.1729
Energy above the lowest of the compared OMol25 structures with the same formula, charge and spin in kcal/mol: 12.4
Orbital gap (spin up / spin down) in Eh: 0.33155 / 0.33153
Total energy in a.u.: -999.17037

***

# 2
Below is a structure of composition C23H48F6Li2N2O7, with properties calculated with ωB97M-V/def2-TZVPD.

CARTESIAN COORDINATES (ANGSTROEM)
Li -0.381 0.686 1.338
Li -0.902 0.122 -1.232
O -1.694 1.489 -0.063
H -1.945 2.430 0.011
O 0.275 -0.650 -0.009
H 0.588 -1.535 0.260
C -2.979 -1.474 3.627
C -2.050 -0.750 2.603
N -1.205 0.334 3.161
C -0.307 -0.151 4.219
C 0.511 -1.478 3.882
C -1.948 1.525 3.478
C -1.013 2.778 3.773
H -2.350 -2.212 4.124
H -3.789 -1.933 3.060
H -3.417 -0.736 4.299
H -1.528 -1.435 1.934
H -2.768 -0.244 1.957
H 0.329 0.715 4.402
H -0.860 -0.275 5.150
H 0.974 -1.455 2.895
H 1.365 -1.647 4.538
H -0.197 -2.306 3.842
H -2.616 1.340 4.319
H -2.650 1.775 2.683
H -0.128 2.944 3.159
H -0.655 2.757 4.802
H -1.606 3.692 3.766
C 0.407 -1.391 -3.649
C -1.139 -1.596 -3.521
N -1.807 -0.418 -2.985
C -1.959 0.583 -4.042
C -2.306 1.971 -3.466
C -3.083 -0.726 -2.431
C -3.111 -1.572 -1.141
H 0.970 -2.324 -3.641
H 0.730 -0.764 -2.817
H 0.743 -0.835 -4.525
H -1.583 -1.961 -4.448
H -1.200 -2.450 -2.847
H -1.024 0.699 -4.589
H -2.815 0.373 -4.683
H -1.698 2.316 -2.631
H -2.222 2.802 -4.166
H -3.352 1.970 -3.158
H -3.802 -1.219 -3.086
H -3.580 0.186 -2.101
H -4.131 -1.719 -0.785
H -2.622 -1.034 -0.329
H -2.594 -2.532 -1.165
C 2.172 -3.443 0.553
C 0.739 -3.659 1.111
O 0.100 -4.639 0.343
C -1.238 -4.876 0.440
O -2.073 -4.301 1.191
C -1.778 -5.928 -0.526
F -0.836 -6.189 -1.472
F -2.068 -7.026 0.078
F -2.882 -5.524 -1.154
H 2.846 -4.281 0.729
H 2.662 -2.577 0.998
H 1.990 -3.348 -0.517
H 0.205 -2.721 0.958
H 0.702 -3.894 2.175
C 1.360 2.425 -1.769
C 2.419 2.068 -2.844
O 3.028 3.213 -3.394
C 3.880 4.019 -2.655
O 4.447 3.676 -1.620
C 4.058 5.450 -3.306
F 5.361 5.766 -3.289
F 3.601 5.464 -4.560
F 3.378 6.393 -2.591
H 1.873 2.842 -0.902
H 0.764 1.578 -1.430
H 0.632 3.192 -2.032
H 1.993 1.421 -3.610
H 3.108 1.394 -2.334
C 3.474 0.991 0.798
C 2.761 1.875 1.784
O 1.545 1.920 1.780
C 3.551 2.800 2.732
H 3.842 0.115 1.331
H 4.325 1.536 0.388
H 2.804 0.609 0.027
H 2.908 3.060 3.573
H 4.003 3.654 2.227
H 4.464 2.278 3.017

Values from the calculation:
Total charge: 0
HOMO level in eV: -8.3
LUMO level in Eh: 0.0137
Energy above the lowest of the compared OMol25 structures with the same formula, charge and spin in kcal/mol: 38.1
Orbital gap in Eh: 0.31778
Total energy in a.u.: -2155.70838

***

# 3
Below is a cluster of 12 separate species, C37H85N11O12 in total, with properties calculated with ωB97M-V/def2-TZVPD.

CARTESIAN COORDINATES (ANGSTROEM)
C -1.350 0.794 -5.499
N -2.576 1.392 -5.015
C -3.188 0.665 -3.918
C -2.871 2.671 -5.320
O -3.722 3.315 -4.735
H -0.969 1.439 -6.293
H -1.490 -0.194 -5.950
H -0.548 0.600 -4.785
H -3.565 -0.280 -4.311
H -2.495 0.547 -3.085
H -4.063 1.206 -3.557
H -2.389 3.105 -6.205
C -0.286 -5.147 -0.130
N 0.513 -6.350 0.111
C -0.154 -7.423 0.818
C 1.780 -6.385 -0.323
O 2.562 -7.309 -0.151
H -1.096 -5.272 -0.847
H 0.348 -4.329 -0.461
H -0.722 -4.860 0.825
H -1.110 -7.589 0.328
H 0.468 -8.317 0.841
H -0.269 -7.212 1.884
H 2.068 -5.506 -0.921
C 0.194 -1.498 0.336
N 0.108 -0.264 -0.413
C -0.188 0.952 0.316
C 0.293 -0.232 -1.741
O -0.055 0.720 -2.436
H -0.758 -1.745 0.818
H 0.784 -1.264 1.234
H 0.667 -2.297 -0.222
H 0.689 1.407 0.768
H -0.598 1.688 -0.374
H -0.939 0.759 1.085
H 0.705 -1.159 -2.165
C 3.278 6.172 -1.242
N 2.639 5.522 -0.123
C 3.407 5.581 1.114
C 1.517 4.777 -0.225
O 1.065 4.091 0.672
H 4.122 5.588 -1.629
H 3.723 7.116 -0.923
H 2.620 6.426 -2.073
H 4.252 4.886 1.101
H 3.778 6.585 1.302
H 2.761 5.253 1.927
H 1.084 4.938 -1.225
C 3.692 2.118 -0.381
N 3.428 1.138 0.661
C 3.908 -0.212 0.402
C 2.930 1.482 1.854
O 2.576 0.673 2.702
H 4.782 2.206 -0.423
H 3.249 3.083 -0.164
H 3.338 1.800 -1.364
H 3.721 -0.937 1.182
H 3.384 -0.538 -0.506
H 4.951 -0.152 0.082
H 2.722 2.542 2.047
C 1.368 -6.191 -3.461
N 0.121 -5.447 -3.475
C -1.090 -6.256 -3.419
C 0.078 -4.101 -3.434
O -0.958 -3.455 -3.501
H 1.375 -6.885 -4.302
H 1.460 -6.785 -2.548
H 2.238 -5.540 -3.506
H -1.038 -7.011 -4.199
H -1.190 -6.641 -2.401
H -1.958 -5.613 -3.551
H 1.050 -3.621 -3.261
C -0.404 2.556 4.587
N 0.483 2.257 5.700
C 0.195 3.075 6.852
C 1.447 1.330 5.639
O 2.286 1.227 6.534
H -0.187 2.009 3.668
H -0.305 3.629 4.404
H -1.470 2.379 4.764
H 0.451 4.122 6.681
H -0.864 3.048 7.128
H 0.681 2.734 7.763
H 1.405 0.791 4.682
C 0.768 3.343 -4.631
N -0.174 4.211 -3.943
C -0.608 5.416 -4.617
C -0.579 3.846 -2.696
O -1.329 4.463 -1.979
H 1.800 3.597 -4.359
H 0.705 3.485 -5.709
H 0.620 2.298 -4.381
H -1.171 6.085 -3.970
H 0.288 5.994 -4.868
H -1.181 5.178 -5.512
H -0.019 2.956 -2.380
C -1.054 -1.163 3.913
N -1.489 -1.162 5.295
C -2.898 -0.811 5.434
C -0.863 -1.990 6.179
O -1.350 -2.340 7.230
H 0.027 -1.324 3.871
H -1.229 -0.224 3.386
H -1.495 -1.983 3.333
H -2.981 0.266 5.291
H -3.470 -1.372 4.690
H -3.304 -1.092 6.403
H 0.165 -2.240 5.880
C 5.951 -2.863 -1.040
N 4.585 -2.704 -1.518
C 4.270 -1.585 -2.380
C 3.672 -3.640 -1.158
O 2.466 -3.582 -1.312
H 6.616 -2.968 -1.900
H 6.055 -3.752 -0.421
H 6.285 -2.031 -0.418
H 4.530 -0.632 -1.907
H 4.855 -1.616 -3.299
H 3.188 -1.585 -2.487
H 4.118 -4.491 -0.620
C -3.861 -0.620 -0.094
N -3.441 -2.004 -0.220
C -3.165 -2.490 -1.548
C -3.273 -2.824 0.831
O -2.995 -4.010 0.743
H -4.793 -0.452 -0.639
H -3.072 -0.004 -0.533
H -4.049 -0.295 0.928
H -2.629 -1.753 -2.147
H -2.590 -3.408 -1.507
H -4.062 -2.705 -2.140
H -3.427 -2.359 1.819
C -3.644 2.527 2.179
C -4.950 2.633 2.906
C -4.500 3.299 4.204
O -3.464 4.195 3.812
C -3.021 3.893 2.480
H -3.835 2.382 1.112
H -2.990 1.709 2.494
H -5.525 1.721 3.086
H -5.674 3.293 2.420
H -4.121 2.562 4.922
H -5.286 3.891 4.679
H -1.931 3.894 2.505
H -3.354 4.567 1.684

Values from the calculation:
Total charge: 0
HOMO level in eV: -8.8
LUMO level in Eh: -0.0008
Energy above the lowest of the compared OMol25 structures with the same formula, charge and spin in kcal/mol: 0.0
SMILES string: CN(C)C=O.CN(C)C=O.CN(C)C=O.CN(C)C=O.CN(C)C=O.CN(C)C=O.CN(C)C=O.CN(C)C=O.CN(C)C=O.CN(C)C=O.CN(C)C=O.C1CCOC1
Orbital gap in Eh: 0.32235
Total energy in a.u.: -2965.96454